This record from the OMol25 dataset describes the molecule C5H6OS2. The level of theory is ωB97M-V/def2-TZVPD.

Results
HOMO level: -9.1 eV
Gap between HOMO and LUMO: 0.2644 Ha
Molecular weight: 146.24 g mol⁻¹
Relative energy (zero: lowest compared OMol25 entry of this formula, charge and spin): 181.7 kJ/mol
Spin multiplicity: 1
E_tot: -1065.6595 Eh
SMILES string: O=C1C(=S)CC[C@H]1S
Maximum force: 0.084 hartree/bohr
LUMO level: -1.93 eV
Net charge: 0

```
14
C5H6OS2 | the OMol25 dataset | ωB97M-V/def2-TZVPD
C 0.167 -1.411 -0.089
C -1.357 -1.284 0.171
C -1.619 0.230 0.254
C -0.347 0.816 0.812
C 0.810 -0.035 0.382
H 0.352 -0.450 -2.348
H 0.734 -2.298 0.335
H -1.927 -1.810 -0.576
H -1.829 -1.568 1.262
H -1.979 0.756 -0.605
H -2.504 0.340 0.931
O 1.982 0.363 0.470
S 0.593 -1.707 -1.844
S -0.257 2.472 1.098
```



This record from the OMol25 dataset describes C5H6S as an isolated structure. The level of theory is ωB97M-V/def2-TZVPD.

Results
HOMO level: -9.1 eV
Gap between HOMO and LUMO: 0.2976 Ha
Molecular weight: 98.17 g mol⁻¹
Relative energy (zero: lowest compared OMol25 entry of this formula, charge and spin): 495.0 kJ/mol
Spin multiplicity: 1
E_tot: -592.0833 Eh
Maximum force: 0.070 hartree/bohr
LUMO level: -1.03 eV
Net charge: 0

```
12
C5H6S | the OMol25 dataset | ωB97M-V/def2-TZVPD
C 0.966 -0.484 -0.388
C 2.094 -0.733 -0.979
C -0.319 -1.280 -0.118
C -0.757 -0.194 0.875
C 0.428 0.606 0.423
S -0.549 2.203 -1.043
H -0.930 -1.353 -1.013
H -0.127 -2.266 0.300
H -1.731 0.253 0.691
H -0.702 -0.496 1.921
H 1.027 1.292 0.996
H 0.599 2.452 -1.666
```



This record from the OMol25 dataset describes the molecule C5H6S2. The level of theory is ωB97M-V/def2-TZVPD.

Results
HOMO level (alpha / beta): -7.0 / -8.1 eV
Gap between HOMO and LUMO (alpha / beta): 0.2550 / 0.2949 Ha
Molecular weight: 130.24 g mol⁻¹
Relative energy (zero: lowest compared OMol25 entry of this formula, charge and spin): 353.2 kJ/mol
Spin multiplicity: 1
E_tot: -990.3305 Eh
Maximum force: 0.068 hartree/bohr
LUMO level (alpha / beta): -0.10 / -0.06 eV
Net charge: 0

```
13
C5H6S2 | the OMol25 dataset | ωB97M-V/def2-TZVPD
C 1.056 0.730 -0.754
C 1.323 1.298 0.417
C 0.185 -1.516 -0.491
C -0.074 -0.124 -0.743
C -0.895 0.404 0.581
S 0.179 1.072 1.721
S -2.194 -0.721 0.945
H 1.592 0.975 -1.748
H 2.044 2.029 0.432
H -0.506 -2.344 -0.807
H 0.883 -1.863 0.290
H -0.717 0.017 -1.623
H -2.877 0.043 1.781
```



This record from the OMol25 dataset describes the molecule C5H6Si. The level of theory is ωB97M-V/def2-TZVPD.

Results
HOMO level: -7.8 eV
Gap between HOMO and LUMO: 0.2964 Ha
Molecular weight: 94.19 g mol⁻¹
Relative energy (zero: lowest compared OMol25 entry of this formula, charge and spin): 565.8 kJ/mol
Spin multiplicity: 1
E_tot: -483.3119 Eh
Maximum force: 0.086 hartree/bohr
LUMO level: 0.25 eV
Net charge: 0

```
12
C5H6Si | the OMol25 dataset | ωB97M-V/def2-TZVPD
C 0.507 -1.039 -0.118
C -1.769 -1.185 -0.113
C 0.933 0.096 0.668
C 0.996 0.072 -0.836
C 0.166 1.032 -0.086
Si -1.638 0.561 0.030
H 1.056 -1.979 0.008
H -2.046 -1.837 0.808
H 1.597 0.012 1.392
H 1.666 0.234 -1.582
H 0.613 2.046 -0.192
H -2.082 1.988 0.021
```



This record from the OMol25 dataset describes C5H7AlO3 as an isolated structure. The level of theory is ωB97M-V/def2-TZVPD.

Results
HOMO level (alpha / beta): -22.3 / -22.3 eV
Gap between HOMO and LUMO (alpha / beta): 0.3761 / 0.2596 Ha
Molecular weight: 142.09 g mol⁻¹
Relative energy (zero: lowest compared OMol25 entry of this formula, charge and spin): 0.0 kJ/mol
Spin multiplicity: 2
E_tot: -661.5703 Eh
Expectation value of S²: 0.7586
Maximum force: 0.140 hartree/bohr
LUMO level (alpha / beta): -12.08 / -15.25 eV
Net charge: +3

```
16
C5H7AlO3 | the OMol25 dataset | ωB97M-V/def2-TZVPD
O -0.690 1.027 -1.535
C -1.688 1.269 -2.100
C -2.770 1.552 -2.776
H -3.333 0.740 -3.235
H -3.143 2.576 -2.775
O 0.398 -0.485 -0.005
O -1.584 -1.312 0.858
C 1.528 0.086 0.953
C 2.676 -0.843 0.803
C -0.669 -0.952 0.281
H 1.669 1.097 0.560
H 1.056 0.083 1.939
H 2.749 -1.372 1.765
H 2.521 -1.602 0.028
H 3.612 -0.301 0.625
Al -2.330 -1.563 4.616
```



This record from the OMol25 dataset describes C5H7AuO4 as an isolated structure. The level of theory is ωB97M-V/def2-TZVPD.

Results
HOMO level (alpha / beta): -23.7 / -25.1 eV
Gap between HOMO and LUMO (alpha / beta): 0.3346 / 0.2643 Ha
Molecular weight: 328.07 g mol⁻¹
Relative energy (zero: lowest compared OMol25 entry of this formula, charge and spin): 103.3 kJ/mol
Spin multiplicity: 4
E_tot: -629.6966 Eh
Expectation value of S²: 3.7632
Maximum force: 0.185 hartree/bohr
LUMO level (alpha / beta): -14.60 / -17.90 eV
Net charge: +3

```
17
C5H7AuO4 | the OMol25 dataset | ωB97M-V/def2-TZVPD
O 1.359 0.461 -1.141
Au 0.080 1.586 -0.863
C 2.328 -0.023 -0.503
C 2.030 -0.980 0.584
H 1.156 -1.558 0.244
H 3.252 -0.177 -1.083
H 2.278 -0.183 1.388
H 2.850 -1.713 0.642
C -0.274 -0.367 1.622
C -0.994 0.304 0.717
O -2.194 0.051 0.164
C -2.497 0.763 -0.929
O -1.701 1.533 -1.456
O -3.716 0.568 -1.276
H 0.527 0.133 2.170
H -0.549 -1.408 1.830
H -3.934 1.010 -2.112
```



This record from the OMol25 dataset describes a 2-piece molecular cluster, C5H7BBrNO2 overall. The level of theory is ωB97M-V/def2-TZVPD.

Results
HOMO level (alpha / beta): -8.3 / -8.3 eV
Gap between HOMO and LUMO (alpha / beta): 0.2328 / 0.2327 Ha
Molecular weight: 203.83 g mol⁻¹
Relative energy (zero: lowest compared OMol25 entry of this formula, charge and spin): 192.6 kJ/mol
Spin multiplicity: 1
E_tot: -2998.8437 Eh
Maximum force: 0.070 hartree/bohr
LUMO level (alpha / beta): -1.94 / -1.95 eV
Net charge: 0

```
17
C5H7BBrNO2 | the OMol25 dataset | ωB97M-V/def2-TZVPD
B -0.916 -1.066 -1.073
C 0.574 1.009 -0.816
C 1.117 2.061 -0.060
C 0.815 0.995 1.966
C -0.104 -0.065 1.287
C -0.092 0.004 -0.159
N 1.295 1.973 1.304
O -1.049 -0.959 -2.399
O -1.618 -1.892 -0.304
Br 1.696 -2.128 -0.815
H 0.531 0.833 -1.874
H 1.473 3.037 -0.295
H 1.106 1.056 3.007
H 0.401 -1.008 1.438
H -0.978 -0.007 1.883
H -1.841 -1.436 -2.629
H -2.410 -2.406 -0.461
```



This record from the OMol25 dataset describes the molecule C5H7BFN2O2PS2. The level of theory is ωB97M-V/def2-TZVPD.

Results
HOMO level: -9.2 eV
Gap between HOMO and LUMO: 0.3363 Ha
Molecular weight: 252.04 g mol⁻¹
Spin multiplicity: 1
E_tot: -1717.1930 Eh
SMILES string: COB(O)[C@](F)(C#N)[C@@](S)(C#N)[PH2]=S
Maximum force: 0.032 hartree/bohr
LUMO level: -0.05 eV
Net charge: 0

```
21
C5H7BFN2O2PS2 | the OMol25 dataset | ωB97M-V/def2-TZVPD
C -0.297 2.534 1.452
O 0.153 2.100 0.140
B -0.788 1.331 -0.506
O -1.934 1.853 -1.010
C -0.592 -0.255 -0.736
F -0.696 -0.491 -2.107
C -1.679 -1.005 -0.065
N -2.404 -1.624 0.575
C 0.788 -0.792 -0.281
S 2.116 0.027 -1.262
C 1.024 -0.520 1.135
N 1.207 -0.478 2.269
P 0.849 -2.677 -0.600
S 0.893 -3.789 0.984
H -0.621 1.666 2.032
H 0.544 3.000 1.953
H -1.137 3.224 1.362
H -1.956 2.811 -0.903
H 2.862 -1.057 -1.536
H 1.984 -2.907 -1.395
H -0.258 -2.902 -1.437
```